69
Properties=species:S:1:pos:R:3 method="wB97M-V/def2-TZVPD" homo_energy_ev="-10.11 / -10.03" total_charge=+1 spin_multiplicity=1 largest_force_ev_per_a=1.20 orbital_gap_ev="6.127 / 5.760" e_tot_ev=-66155.8951
Ir 0.224 -0.145 -0.160
C -3.025 -2.820 -1.200
C -2.306 -1.541 -0.909
O -1.053 -1.579 -0.897
C -3.066 -0.358 -0.709
C -2.579 0.886 -0.433
C -3.514 2.048 -0.339
N -1.237 1.131 -0.211
N -0.975 2.429 0.072
C 0.287 2.587 0.417
O 1.082 1.584 0.515
C 0.801 3.941 0.688
C -0.066 5.032 0.710
C 0.428 6.299 0.967
C 1.785 6.482 1.199
C 2.650 5.397 1.170
C 2.161 4.127 0.916
H -2.331 -3.655 -1.167
H -3.478 -2.768 -2.193
H -3.831 -2.973 -0.482
H -4.137 -0.454 -0.815
H -4.531 1.723 -0.541
H -3.223 2.818 -1.052
H -3.461 2.504 0.649
H -1.120 4.877 0.529
H -0.245 7.146 0.987
H 2.168 7.473 1.403
H 3.707 5.544 1.348
H 2.825 3.273 0.890
S 2.746 -0.101 -0.627
C 3.456 -1.554 -0.266
N 4.763 -1.756 -0.219
C 5.302 -3.047 0.199
C 4.454 -4.138 -0.390
N 3.068 -3.935 0.026
C 2.294 -5.158 0.289
C 2.711 -5.795 1.591
C 2.508 -5.127 2.798
C 2.922 -5.702 3.988
C 3.538 -6.948 3.985
C 3.738 -7.617 2.789
C 3.328 -7.039 1.594
C 2.561 -2.717 0.116
S 0.999 -2.400 0.592
C 5.752 -0.697 -0.473
C 6.487 -0.949 -1.765
C 7.844 -1.240 -1.760
C 8.513 -1.495 -2.951
C 7.821 -1.466 -4.151
C 6.461 -1.176 -4.162
C 5.796 -0.918 -2.976
H 5.312 -3.108 1.291
H 6.324 -3.122 -0.169
H 4.779 -5.109 -0.019
H 4.515 -4.135 -1.482
H 2.488 -5.839 -0.541
H 1.239 -4.896 0.280
H 2.018 -4.161 2.805
H 2.757 -5.182 4.922
H 3.858 -7.396 4.916
H 4.212 -8.590 2.782
H 3.482 -7.566 0.659
H 6.448 -0.699 0.368
H 5.231 0.257 -0.482
H 8.388 -1.257 -0.822
H 9.572 -1.713 -2.939
H 8.339 -1.664 -5.079
H 5.923 -1.144 -5.100
H 4.738 -0.680 -2.986

66
Properties=species:S:1:pos:R:3 method="wB97M-V/def2-TZVPD" homo_energy_ev=-9.23 total_charge=0 spin_multiplicity=1 largest_force_ev_per_a=1.36 orbital_gap_ev=9.772 e_tot_ev=-40535.8301 smiles=c1ccncc1.c1ccncc1.c1ccncc1.c1ccncc1.c1ccncc1.c1ccncc1 e_above_lowest_kcal_mol=19.4
C 2.364 5.168 -0.989
C 2.326 4.175 -1.956
C 1.957 2.907 -1.564
N 1.769 2.546 -0.278
C 1.863 3.531 0.621
C 2.149 4.846 0.340
H 2.582 6.183 -1.301
H 2.485 4.408 -3.000
H 1.913 2.078 -2.260
H 1.797 3.204 1.655
H 2.196 5.588 1.123
C -2.842 1.644 4.188
C -4.225 1.713 4.009
C -4.817 0.912 3.054
N -4.137 0.068 2.284
C -2.822 -0.014 2.455
C -2.138 0.727 3.418
H -2.369 2.304 4.901
H -4.827 2.424 4.562
H -5.882 1.013 2.873
H -2.328 -0.730 1.811
H -1.066 0.734 3.551
C 3.929 -1.105 -2.214
C 2.585 -0.861 -2.001
C 1.633 -1.659 -2.597
N 1.953 -2.704 -3.386
C 3.247 -2.894 -3.633
C 4.282 -2.159 -3.051
H 4.733 -0.487 -1.837
H 2.226 -0.072 -1.350
H 0.575 -1.533 -2.411
H 3.446 -3.654 -4.381
H 5.337 -2.314 -3.226
C 2.528 -0.792 4.834
C 1.956 -0.385 6.030
C 0.594 -0.607 6.217
N -0.175 -1.221 5.318
C 0.396 -1.655 4.204
C 1.749 -1.480 3.915
H 3.588 -0.698 4.632
H 2.515 0.117 6.808
H 0.090 -0.303 7.127
H -0.219 -2.289 3.574
H 2.090 -1.818 2.945
C -1.671 -0.786 -1.037
C -1.606 -2.108 -0.609
C -0.677 -2.431 0.382
N 0.268 -1.595 0.808
C 0.215 -0.338 0.355
C -0.784 0.119 -0.495
H -2.418 -0.559 -1.788
H -2.228 -2.869 -1.061
H -0.731 -3.426 0.808
H 1.009 0.331 0.661
H -0.841 1.168 -0.758
C -2.651 0.000 -4.767
C -1.356 -0.366 -5.076
C -1.000 -1.716 -5.052
N -1.891 -2.660 -4.742
C -3.109 -2.288 -4.411
C -3.580 -0.971 -4.413
H -2.921 1.048 -4.837
H -0.629 0.376 -5.379
H 0.031 -1.999 -5.224
H -3.819 -3.065 -4.134
H -4.617 -0.723 -4.245

71
Properties=species:S:1:pos:R:3 method="wB97M-V/def2-TZVPD" homo_energy_ev=-10.18 total_charge=+1 spin_multiplicity=1 largest_force_ev_per_a=0.35 orbital_gap_ev=6.339 e_tot_ev=-114945.4473 e_above_lowest_kcal_mol=0.0
Pd 0.319 0.136 0.909
C -4.731 -1.046 -0.946
C -4.893 -0.244 0.173
C -3.814 0.466 0.685
C -2.568 0.379 0.077
C -2.408 -0.424 -1.048
C -3.485 -1.133 -1.555
N -1.440 1.089 0.613
C -1.186 2.334 0.066
C -2.188 3.193 -0.429
C -1.860 4.454 -0.864
C -0.536 4.933 -0.850
C 0.468 4.110 -0.418
C 0.140 2.815 0.013
N 1.078 1.856 0.363
N 2.313 2.043 0.318
C 3.035 0.897 0.714
C 4.415 0.948 0.726
C 5.112 -0.191 1.102
C 4.414 -1.333 1.448
C 3.026 -1.308 1.421
N 2.355 -0.217 1.069
H -5.571 -1.599 -1.344
H -5.862 -0.165 0.648
H -3.945 1.101 1.553
H -1.429 -0.505 -1.506
H -3.353 -1.757 -2.430
H -3.214 2.853 -0.451
H -2.648 5.102 -1.225
H -0.317 5.934 -1.192
H 1.503 4.420 -0.418
H 4.910 1.864 0.442
H 6.193 -0.183 1.118
H 4.924 -2.241 1.735
H 2.428 -2.173 1.670
C -1.871 -3.432 4.459
N -2.077 -2.020 4.196
C -1.580 -1.315 3.164
Se -0.546 -2.001 1.762
N -1.989 -0.046 3.287
C -2.767 0.092 4.426
C -3.421 1.181 4.983
C -4.129 0.951 6.149
C -4.184 -0.318 6.736
C -3.533 -1.404 6.177
C -2.825 -1.169 5.009
H -1.237 -3.846 3.681
H -2.828 -3.951 4.459
H -1.387 -3.558 5.426
H -1.749 0.655 2.574
H -3.376 2.162 4.530
H -4.654 1.771 6.619
H -4.750 -0.453 7.648
H -3.580 -2.385 6.630
O 1.083 -2.079 -1.034
C 1.485 -3.170 -1.361
O 2.114 -3.975 -0.507
C 1.284 -3.763 -2.745
N 1.964 -5.063 -2.854
C 0.978 -6.081 -3.283
C -0.178 -5.289 -3.885
C -0.211 -4.044 -3.001
H 1.663 -3.038 -3.468
H 2.351 -4.768 -1.050
H 2.739 -5.016 -3.499
H 0.640 -6.649 -2.414
H 1.438 -6.781 -3.978
H -1.118 -5.839 -3.874
H 0.046 -5.017 -4.918
H -0.720 -4.261 -2.059
H -0.707 -3.190 -3.456

73
Properties=species:S:1:pos:R:3 method="wB97M-V/def2-TZVPD" homo_energy_ev=-6.05 total_charge=0 spin_multiplicity=1 largest_force_ev_per_a=0.89 orbital_gap_ev=5.508 e_tot_ev=-72761.5891 e_above_lowest_kcal_mol=0.0
Pd -0.769 0.531 0.606
C -4.095 2.225 6.347
C -3.621 1.126 5.433
C -3.673 1.267 4.050
C -3.235 0.255 3.208
C -2.731 -0.923 3.742
C -2.666 -1.077 5.122
C -3.114 -0.061 5.953
S -2.144 -2.243 2.688
O -1.558 -3.191 3.607
O -3.321 -2.675 1.935
N -1.150 -1.681 1.630
C 0.076 -1.066 1.893
C 0.448 -0.473 3.128
C 1.720 0.018 3.285
C 2.634 -0.073 2.235
C 2.204 -0.683 1.076
N 0.978 -1.187 0.883
H -4.509 3.060 5.782
H -3.276 2.607 6.958
H -4.867 1.864 7.028
H -4.065 2.185 3.623
H -3.252 0.404 2.138
H -2.264 -1.996 5.524
H -3.065 -0.191 7.029
H -0.266 -0.426 3.938
H 2.007 0.473 4.226
H 3.647 0.291 2.325
H 2.886 -0.794 0.238
S -0.266 7.741 -2.260
N 0.387 6.385 -2.848
C 0.155 5.436 -1.957
C 0.562 4.041 -2.072
C 1.268 3.551 -3.170
C 1.599 2.216 -3.203
C 1.185 1.406 -2.146
N 0.501 1.857 -1.111
C 0.211 3.160 -1.048
C -0.498 3.648 0.169
N -0.706 2.774 1.165
C -1.306 3.199 2.268
C -1.772 4.502 2.433
C -1.566 5.406 1.417
C -0.899 4.982 0.268
C -0.573 5.888 -0.827
N -0.881 7.174 -0.879
H 1.541 4.228 -3.969
H 2.152 1.791 -4.030
H 1.408 0.343 -2.136
H -1.416 2.462 3.057
H -2.274 4.784 3.348
H -1.892 6.435 1.490
C -1.733 -2.565 -1.212
C -1.219 -1.494 -2.193
N -2.290 -0.576 -2.577
C -2.854 0.064 -1.385
C -3.530 -0.978 -0.484
N -3.215 -2.342 -1.036
C -3.880 -2.491 -2.360
C -3.354 -1.323 -3.246
H -1.279 -2.466 -0.227
H -1.628 -3.585 -1.582
H -0.813 -1.946 -3.099
H -0.432 -0.928 -1.689
H -3.559 0.830 -1.707
H -2.057 0.549 -0.752
H -4.619 -0.913 -0.452
H -3.134 -0.979 0.523
H -3.547 -3.013 -0.338
H -4.958 -2.461 -2.207
H -3.604 -3.469 -2.751
H -4.167 -0.633 -3.471
H -2.982 -1.721 -4.190